1.
72
Properties=species:S:1:pos:R:3 method="wB97M-V/def2-TZVPD" orbital_gap_ev="4.299 / 5.051" spin_multiplicity=1 charge=+4
I 0.07723 -3.56162 -1.57064
I 0.34600 -1.94570 -5.70306
Sc 0.71142 0.23206 -4.35526
Bi 0.83778 0.68828 -0.94633
S 2.32999 -0.75894 -2.51462
S -1.05225 -0.25781 -2.52388
C 3.06245 0.74198 0.81585
C 4.17433 -0.40405 -2.57095
C -2.71552 0.69262 -2.34143
C 4.63451 -0.75472 -3.98103
C 4.46337 1.07056 -2.24498
C 4.74736 -1.38551 -1.55068
C -3.41612 0.60383 -3.69305
C -2.46650 2.15706 -1.94126
C -3.48954 -0.09200 -1.28476
C 2.20491 1.74708 -4.98778
C -0.32753 2.17249 -4.86819
O 3.50003 0.86675 1.87703
O 3.00658 2.56650 -5.20735
O -0.84170 3.21579 -5.00409
H 4.21762 -0.04596 -4.69912
H 4.29658 -1.76141 -4.23440
H 5.72730 -0.71568 -4.06221
H 4.01830 1.71431 -3.03330
H 5.56495 1.22851 -2.26359
H 4.07233 1.34183 -1.23985
H 4.42051 -1.17062 -0.52966
H 5.84016 -1.33502 -1.56899
H 4.44306 -2.39998 -1.83095
H -4.43628 1.00763 -3.64523
H -3.47138 -0.44554 -3.98802
H -2.86144 1.16540 -4.44686
H -3.44126 2.68204 -1.78415
H -1.90308 2.66239 -2.75738
H -1.90189 2.19879 -0.98442
H -4.49912 0.32535 -1.14131
H -2.98446 -0.07032 -0.31352
H -3.61330 -1.12997 -1.62429
C -1.42847 3.60531 3.95272
C -0.93690 3.68482 2.63925
C -0.76557 2.52998 1.88122
C -1.06263 1.27136 2.42423
C -1.55677 1.19150 3.74170
C -1.74822 2.35378 4.50214
P -0.83354 -0.23532 1.40715
C 0.60838 -1.04838 2.27498
C 1.12987 -2.21368 1.69177
C 2.26176 -2.82966 2.22708
C 2.86579 -2.28882 3.36620
C 2.36111 -1.11931 3.92237
C 1.24295 -0.49180 3.38815
C -2.25770 -1.20939 2.06061
C -2.17273 -2.55253 2.44854
C -3.27503 -3.21026 2.99498
C -4.51424 -2.57152 3.10102
C -4.64168 -1.25638 2.62517
C -3.52516 -0.57681 2.11664
H -1.56936 4.51603 4.54727
H -0.68817 4.65890 2.20997
H -0.38502 2.57837 0.86224
H -1.80905 0.22324 4.18189
H -2.14175 2.27853 5.52521
H 0.66459 -2.61458 0.76192
H 2.62177 -3.74709 1.75347
H 3.70085 -2.81980 3.82940
H 2.80872 -0.70474 4.81727
H 0.82590 0.40941 3.83029
H -1.23275 -3.06889 2.32634
H -3.17534 -4.22849 3.35899
H -5.38480 -3.07591 3.54343
H -5.61334 -0.74112 2.66427
H -3.64888 0.45681 1.76582

=====

2.
23
Properties=species:S:1:pos:R:3 method="wB97M-V/def2-TZVPD" orbital_gap_ev="6.633 / 6.636" spin_multiplicity=1
C -0.22829 -0.01007 0.97758
C -0.54265 0.11490 -1.63042
C 0.79455 0.13608 0.05413
C 1.47274 0.14658 2.50988
C -0.85703 -1.33749 1.28100
C 0.38791 -0.29026 -2.74018
N -1.09965 1.40224 -1.80162
O -1.00088 1.09348 1.21934
H -1.88228 0.83739 1.51339
H -1.32358 -0.61841 -1.43868
H -0.39974 2.12257 -1.93433
H -1.75406 1.66213 -1.07423
H 1.18748 1.12956 -0.11394
H 1.44226 -0.70835 -0.11802
H -1.80490 -1.45239 0.74888
H 1.75198 -0.87435 2.75929
H 2.32638 0.76417 2.24276
H 0.88520 0.62679 3.28880
H -0.19500 -2.15255 0.99976
H -1.05904 -1.40770 2.35168
H -0.10770 -0.25700 -3.71862
H 0.75350 -1.30562 -2.58720
H 1.25281 0.37829 -2.78926

=====

3.
15
Properties=species:S:1:pos:R:3 method="wB97M-V/def2-TZVPD" orbital_gap_ev=10.126 spin_multiplicity=1 charge=+1
C 2.24200 0.42659 0.58598
C 0.12510 0.38427 0.16798
C -0.69377 1.59288 0.24542
C -1.59294 -1.24878 -0.75583
N -0.30043 -0.72247 -0.24077
N 2.63091 -0.73831 0.50061
H 2.29030 1.29408 1.07011
H -0.06585 2.54036 0.16983
H -1.15916 1.61442 1.19786
H -1.62717 1.61936 -0.44456
H -1.52820 -1.29122 -1.87878
H -1.82797 -2.30272 -0.48370
H -2.48144 -0.72834 -0.64357
H 0.36664 -1.48888 -0.05538
H 3.62198 -0.95123 0.56480

=====

4.
35
Properties=species:S:1:pos:R:3 method="wB97M-V/def2-TZVPD" orbital_gap_ev=9.902 spin_multiplicity=1
N -0.30824 -2.95745 1.24909
O -1.22488 -3.40084 2.20618
C -0.51672 -1.85838 0.54083
C -3.02594 2.38399 -1.16511
C -1.83843 2.60339 -0.41758
C -3.70139 1.15179 -1.08887
C -1.17282 1.57646 0.26674
C -3.00805 0.15326 -0.36867
C -1.85593 0.35734 0.25691
C 3.51270 1.78370 0.44118
C 0.52961 -1.47902 -0.47058
C -3.07912 -1.26084 0.08134
C -1.74698 -0.99856 0.86650
C 3.84948 0.51421 -0.31881
C 1.72434 -0.77687 0.15042
C 2.61164 -0.19190 -0.92773
H -1.00404 -4.29178 2.50362
H -3.46773 3.19104 -1.75227
H -1.38942 3.60384 -0.42865
H -4.65127 0.95446 -1.59896
H -0.20431 1.66611 0.73165
H 3.01160 2.44368 -0.28159
H 2.85713 1.58971 1.31149
H 4.43024 2.25580 0.79699
H 0.03079 -0.83380 -1.22670
H 0.87357 -2.41727 -0.94191
H -3.96141 -1.49434 0.70884
H -2.95824 -1.99905 -0.71255
H -1.89018 -0.96924 1.94742
H 4.39714 -0.15604 0.35760
H 4.54001 0.74352 -1.16743
H 1.32342 0.04558 0.82253
H 2.25377 -1.50354 0.77520
H 2.08364 0.54103 -1.53808
H 2.97603 -0.97000 -1.60903

=====

5.
16
Properties=species:S:1:pos:R:3 method="wB97M-V/def2-TZVPD" orbital_gap_ev=7.432 spin_multiplicity=1 charge=-1
C 0.76362 -1.55074 0.44420
C 1.92613 -1.06624 -0.30866
C -0.40218 -0.85739 0.30652
C 1.81756 -0.02214 -1.13355
C -0.48570 0.32310 -0.52824
C 0.59602 0.71710 -1.43512
C -1.57120 1.14291 -0.46063
C -1.88580 0.97948 2.38017
N -2.70390 0.49658 1.67690
O -1.18546 1.37374 3.27421
O 0.50515 1.47821 -2.36726
S -2.39786 2.36901 -0.94153
H 0.75673 -2.50784 0.90760
H 2.89447 -1.68789 -0.50129
H -1.31622 -1.41018 0.65977
H 2.68864 0.22229 -1.97310

=====

Number 1: F_max 8.35 eV/A. Number 2: F_max 5.29 eV/A. Number 3: F_max 7.46 eV/A. Number 4: F_max 4.32 eV/A. Number 5: F_max 4.39 eV/A.